Record 1
18
Properties=species:S:1:pos:R:3:mulliken_charge:R:1 method="wB97M-V/def2-TZVPD" lumo_ev="-4.1 / -4.1" spin_multiplicity=1 charge=+1 homo_lumo_gap_ev="8.547 / 8.543" de_lowest_kcal_mol=75.3
C 1.854 -0.388 0.067 0.8267
C -0.885 1.068 0.301 -0.4280
C -2.037 -0.846 0.071 -0.5375
C 2.686 0.752 0.078 -0.8878
N -1.590 0.046 1.056 -0.3084
N -0.221 0.413 -0.816 -0.6466
N -0.842 -0.837 -0.958 0.0937
O 1.590 -1.514 0.168 -0.3454
H -1.622 1.779 -0.097 0.3002
H -0.182 1.625 0.919 0.3170
H -2.254 -1.851 0.418 0.3763
H -2.889 -0.424 -0.472 0.3124
H 2.124 1.669 0.274 0.3000
H 3.091 0.845 -0.938 0.2963
H 3.512 0.645 0.787 0.3803
H -1.025 -0.387 1.777 0.3121
H -0.166 -1.601 -0.707 0.3060
H -1.145 -0.991 -1.928 0.3325

=====

Record 2
6
Properties=species:S:1:pos:R:3:mulliken_charge:R:1 method="wB97M-V/def2-TZVPD" lumo_ev="-1.1 / -0.8" spin_multiplicity=1 smiles=NNI charge=0 homo_lumo_gap_ev="7.565 / 7.634" de_lowest_kcal_mol=24.2
N 0.062 0.607 -0.303 -0.2944
N -0.758 -0.521 -0.449 -0.4112
I -3.025 -0.020 0.003 -0.0813
H -0.282 1.437 -0.785 0.2657
H 0.490 0.799 0.626 0.2453
H -0.272 -1.520 0.077 0.2759

=====

Record 3
66
Properties=species:S:1:pos:R:3:mulliken_charge:R:1 method="wB97M-V/def2-TZVPD" lumo_ev=-4.0 spin_multiplicity=1 charge=+1 homo_lumo_gap_ev=5.469 de_lowest_kcal_mol=63.4
Ba 0.428 -0.471 -1.218 1.1952
C -0.463 2.708 2.522 -0.6958
C -1.643 2.294 3.114 -0.6994
C -2.420 1.340 2.477 -0.5668
C -2.004 0.831 1.252 0.3394
N -0.830 1.188 0.710 0.4301
C -0.091 2.107 1.332 -0.5358
C -2.863 -0.093 0.450 0.1009
C -4.235 -0.169 0.647 -0.5959
C -4.990 -1.003 -0.163 -0.7840
C -4.359 -1.717 -1.167 -0.6731
C -2.993 -1.551 -1.322 -0.8032
N -2.259 -0.772 -0.529 0.8646
H 0.167 3.460 2.977 0.4834
H -1.961 2.711 4.061 0.4513
H -3.345 1.010 2.928 0.4253
H 0.844 2.381 0.849 0.4754
H -4.720 0.437 1.398 0.4240
H -6.061 -1.071 -0.024 0.4545
H -4.907 -2.361 -1.840 0.5120
H -2.467 -2.046 -2.133 0.5523
I -0.731 -3.293 1.669 0.1867
C -1.175 -4.433 -0.058 -0.7941
I 0.105 -4.023 -1.707 0.1035
H -2.189 -4.206 -0.365 0.3301
H -1.061 -5.482 0.185 0.4897
I 3.012 -1.141 -3.498 0.1681
I 5.319 -2.193 -2.715 -0.1246
C -3.210 1.332 -3.153 -0.7936
Si -1.468 1.703 -3.781 0.1801
C -1.682 2.412 -5.507 -1.0196
C -0.766 3.058 -2.661 -0.6542
C -0.348 0.251 -3.647 -1.2389
H -3.880 2.161 -3.396 0.4225
H -3.244 1.190 -2.070 0.0929
H -3.620 0.435 -3.627 0.2678
H -2.357 3.271 -5.516 0.2942
H -2.093 1.652 -6.177 0.2946
H -0.725 2.729 -5.928 0.2877
H -1.301 4.005 -2.755 0.3462
H 0.286 3.254 -2.895 0.3038
H -0.826 2.755 -1.607 -0.1056
H 0.582 0.563 -4.163 0.2092
H -0.725 -0.602 -4.235 0.2909
C 4.912 -2.497 1.329 -0.9893
C 3.777 -2.300 2.320 -0.7397
As 2.474 -0.965 1.719 0.3289
C 3.544 0.685 1.851 -0.6406
C 4.021 1.157 0.481 -0.9183
C 1.412 -0.902 3.381 -0.2082
C 2.062 -0.218 4.577 -1.3282
H 5.602 -3.269 1.674 0.3905
H 5.490 -1.581 1.191 0.2533
H 4.532 -2.803 0.355 0.1271
H 4.157 -1.989 3.295 0.3668
H 3.223 -3.229 2.466 0.4359
H 4.385 0.508 2.524 0.5247
H 2.919 1.449 2.322 0.3996
H 4.593 0.386 -0.040 0.1712
H 4.653 2.043 0.559 0.4203
H 3.177 1.424 -0.164 0.0880
H 1.204 -1.949 3.620 0.4320
H 0.456 -0.438 3.139 0.0239
H 3.033 -0.654 4.813 0.2854
H 1.435 -0.319 5.464 0.4076
H 2.211 0.848 4.403 0.2773

=====

Record 4
103
Properties=species:S:1:pos:R:3:mulliken_charge:R:1 method="wB97M-V/def2-TZVPD" lumo_ev="-4.5 / -8.5" s2=6.019 spin_multiplicity=5 charge=+2 homo_lumo_gap_ev="8.859 / 5.046"
Co -0.214 -0.135 -0.201 0.9517
C 1.455 -0.230 -3.568 -1.3739
C 2.118 -0.792 -2.356 0.2874
C 3.375 -1.402 -2.309 -1.5022
C 3.620 -1.652 -0.978 0.8840
C 4.817 -2.274 -0.338 -1.3987
N 2.547 -1.225 -0.281 0.8674
N 1.601 -0.716 -1.128 0.8866
B 2.356 -1.163 1.228 -1.9076
N 2.084 0.364 1.610 -0.1858
N 1.112 1.056 1.035 1.9569
C 1.188 2.388 1.518 0.0737
C 0.258 3.446 1.063 -1.3709
C 2.203 2.473 2.396 -1.4468
C 2.770 1.155 2.463 1.1270
C 3.888 0.685 3.287 -1.4145
N 1.163 -1.961 1.709 0.9008
N -0.095 -1.561 1.361 1.7817
C -0.934 -2.373 2.008 0.1200
C -2.418 -2.258 1.940 -1.1496
C -0.219 -3.304 2.761 -1.6441
C 1.111 -3.010 2.551 0.9259
C 2.328 -3.685 3.089 -1.5049
H 2.092 0.542 -4.000 0.4261
H 1.327 -0.997 -4.332 0.4206
H 0.491 0.212 -3.333 -0.1711
H 4.028 -1.611 -3.140 0.6014
H 5.507 -2.608 -1.109 0.4139
H 5.346 -1.567 0.302 0.2394
H 4.545 -3.135 0.271 0.2284
H 3.352 -1.503 1.788 -0.0018
H -0.297 3.123 0.198 0.1109
H -0.439 3.679 1.868 0.2954
H 0.818 4.348 0.815 0.4990
H 2.523 3.328 2.966 0.5907
H 4.270 1.479 3.920 0.4028
H 3.565 -0.158 3.904 0.3169
H 4.688 0.306 2.645 0.2919
H -2.745 -1.671 1.085 -0.5246
H -2.869 -3.246 1.868 0.4970
H -2.800 -1.781 2.845 0.3492
H -0.621 -4.098 3.367 0.5797
H 2.032 -4.558 3.666 0.4310
H 2.989 -4.017 2.288 0.2401
H 2.901 -3.028 3.744 0.2429
C -1.523 -1.791 -3.314 -1.3786
P -1.806 -1.698 -1.513 1.8245
C -3.618 -1.491 -1.521 -1.8679
C -1.508 -3.418 -1.011 0.6793
C -2.518 -4.314 -0.678 -0.7149
C -2.205 -5.612 -0.293 -0.6936
C -0.882 -6.025 -0.250 -0.7281
C 0.132 -5.138 -0.590 -0.6799
C -0.177 -3.841 -0.961 -0.5861
H -2.243 -2.489 -3.743 0.5642
H -0.522 -2.163 -3.513 0.3286
H -1.645 -0.813 -3.779 0.3966
H -4.084 -2.319 -2.056 0.6471
H -3.841 -0.570 -2.064 0.5287
H -4.053 -1.420 -0.526 0.3521
H -3.557 -4.012 -0.707 0.3650
H -2.997 -6.303 -0.038 0.4425
H -0.642 -7.039 0.039 0.4285
H 1.165 -5.461 -0.567 0.5202
H 0.624 -3.152 -1.210 -0.0294
C 1.083 3.223 -2.451 -0.8873
N -0.359 3.399 -2.508 0.4172
C -0.814 4.641 -3.138 -0.6499
C -2.255 4.512 -3.575 -0.7581
C -3.073 4.013 -2.406 -0.6099
N -2.514 2.757 -1.908 0.2578
C -3.407 1.948 -1.102 -0.8362
C -1.189 2.495 -1.950 -0.5043
O -0.718 1.429 -1.470 0.0266
H 1.488 2.984 -3.436 0.3215
H 1.339 2.426 -1.760 0.0378
H 1.535 4.157 -2.112 0.4020
H -0.162 4.837 -3.990 0.3849
H -0.691 5.469 -2.433 0.3189
H -2.331 3.804 -4.402 0.3130
H -2.631 5.473 -3.921 0.3872
H -4.102 3.813 -2.705 0.3738
H -3.104 4.755 -1.600 0.3082
H -4.317 1.738 -1.667 0.4819
H -3.684 2.478 -0.187 0.3266
H -2.928 1.013 -0.832 -0.4729
O -0.832 1.883 3.364 -0.6424
C -1.878 1.358 3.083 -0.3825
O -2.037 0.683 1.937 -0.1611
C -3.108 1.343 3.984 0.5294
N -4.217 0.665 3.288 -0.4551
C -5.361 1.606 3.176 -0.7471
C -4.720 2.983 3.293 -0.3200
C -3.599 2.762 4.307 -0.9235
H -2.805 0.815 4.890 0.3703
H -4.488 -0.187 3.761 0.2593
H -2.986 0.370 1.999 0.1553
H -6.071 1.449 3.991 0.3837
H -5.889 1.455 2.236 0.3291
H -5.433 3.737 3.621 0.4546
H -4.318 3.307 2.330 -0.0217
H -3.991 2.790 5.323 0.3721
H -2.793 3.491 4.244 0.4180

=====

Record 5
55
Properties=species:S:1:pos:R:3:mulliken_charge:R:1 method="wB97M-V/def2-TZVPD" lumo_ev=-4.3 spin_multiplicity=1 charge=+1 homo_lumo_gap_ev=6.591 de_lowest_kcal_mol=18.0
C -1.552 -2.165 -1.421 0.0700
C -1.216 -3.527 -1.467 -0.2331
S -0.768 -5.351 -1.527 0.1180
C -1.889 -6.209 -0.240 -0.3254
O -2.632 -7.233 -0.990 -0.3245
C -4.084 -7.004 -0.970 -0.4009
C -4.551 -5.538 -1.577 -0.2211
C -5.108 -4.499 -0.390 -0.7633
H -2.151 -1.136 -1.333 0.3737
H 0.579 -5.541 -1.081 0.3269
H -1.183 -6.748 0.546 0.4165
H -2.549 -5.455 0.363 0.2620
H -4.582 -7.249 0.087 0.2953
H -4.555 -7.813 -1.711 0.2457
H -5.471 -5.686 -2.323 0.3684
H -3.614 -5.057 -2.138 0.1091
H -4.196 -3.783 -0.107 0.1118
H -6.008 -3.828 -0.790 0.2941
H -5.394 -5.052 0.602 0.2647
C 1.737 -0.269 2.790 -1.1345
C 0.722 -0.426 1.690 0.7508
O -0.044 -1.385 1.642 -0.6634
N 0.670 0.538 0.728 -0.0156
C 1.480 1.728 0.613 -0.2740
H 1.662 -1.112 3.482 0.2910
H 2.746 -0.257 2.368 0.3602
H 1.546 0.653 3.345 0.2856
H -0.036 0.366 0.022 0.0854
H 0.813 2.594 0.626 0.2114
H 2.004 1.690 -0.344 -0.2117
H 2.207 1.818 1.422 0.3195
C -0.655 4.511 4.370 -1.3284
C 0.469 4.433 3.373 0.7619
O 1.061 3.382 3.137 -0.5914
N 0.824 5.576 2.721 -0.1530
C 0.253 6.895 2.860 -0.8639
H -0.825 3.524 4.809 0.2851
H -0.394 5.206 5.173 0.3725
H -1.574 4.831 3.873 0.3674
H 1.586 5.448 2.066 0.2333
H -0.125 7.206 1.883 0.2893
H 1.047 7.577 3.173 0.2929
H -0.559 6.924 3.589 0.3314
C 3.363 0.851 -3.135 -1.3606
C 3.938 2.102 -2.528 0.7677
O 4.294 2.153 -1.353 -0.6454
N 4.057 3.201 -3.325 -0.1724
C 3.698 3.335 -4.717 -0.8055
H 3.329 0.059 -2.381 0.2860
H 2.345 1.039 -3.485 0.3621
H 3.994 0.513 -3.962 0.4666
H 4.451 4.004 -2.850 0.2381
H 4.596 3.614 -5.274 0.2834
H 2.959 4.135 -4.801 0.2764
H 3.284 2.414 -5.132 0.3140

=====

Record 6
29
Properties=species:S:1:pos:R:3:mulliken_charge:R:1 method="wB97M-V/def2-TZVPD" lumo_ev=0.4 spin_multiplicity=1 smiles=Nc1ncnc2c1N[C@H](c1ccc(Br)cc1)CO2 charge=0 homo_lumo_gap_ev=8.485 de_lowest_kcal_mol=32.4
Br -2.288 -2.623 4.529 -0.1972
N -0.787 2.947 -1.174 -0.6552
N -1.594 1.673 -3.014 -0.6974
O 1.011 2.237 0.166 -0.4255
C -1.593 2.771 -2.210 -0.2905
C 0.046 1.963 -0.790 0.8369
C -0.690 0.749 -2.741 0.3602
C 0.197 -1.882 3.341 -0.2391
C -1.640 -1.481 1.976 -0.4143
C 1.090 -1.216 2.453 -0.7194
C -0.818 -0.885 0.952 -0.2631
C -1.101 -2.019 3.112 -0.0450
C 0.097 0.809 -1.611 0.0214
C 0.601 -0.769 1.207 0.5705
N -0.688 -0.291 -3.621 -0.4825
N 0.947 -0.275 -1.165 -0.0988
C 2.105 1.295 0.341 -0.4352
C 1.592 -0.186 0.097 -0.5360
H -2.253 3.528 -2.443 0.4688
H 0.473 -2.311 4.313 0.3187
H -2.724 -1.647 1.781 0.3262
H 2.148 -1.254 2.559 0.3975
H -1.262 -0.565 -0.010 0.2617
H -0.397 -1.189 -3.187 0.1785
H -1.417 -0.246 -4.247 0.2876
H 0.942 -1.164 -1.709 0.2510
H 2.895 1.552 -0.460 0.2876
H 2.613 1.242 1.372 0.3841
H 2.496 -0.764 0.183 0.5485

=====

Record 7
13
Properties=species:S:1:pos:R:3:mulliken_charge:R:1 method="wB97M-V/def2-TZVPD" lumo_ev=0.0 spin_multiplicity=1 smiles="C=CC(=C)SC=O" charge=0 homo_lumo_gap_ev=9.438 de_lowest_kcal_mol=35.8
C 2.357 -0.637 -0.128 -0.6938
C 1.052 -0.928 -0.044 -0.0999
C -0.008 -0.034 0.431 0.4560
C 0.064 1.302 0.421 -0.8921
C -2.603 -0.055 -0.277 0.0979
H 2.675 0.383 0.129 0.2201
H 3.101 -1.359 -0.563 0.2419
H 0.678 -1.978 -0.313 0.2301
H -0.801 1.916 0.729 0.3806
H 0.864 1.805 -0.100 0.2481
H -2.077 0.737 -0.891 0.3264
O -3.743 -0.469 -0.435 -0.4498
S -1.559 -0.682 1.042 -0.0654

=====

Record 8
8
Properties=species:S:1:pos:R:3:mulliken_charge:R:1 method="wB97M-V/def2-TZVPD" lumo_ev="-6.2 / -8.2" s2=3.762 spin_multiplicity=4 charge=+1 homo_lumo_gap_ev="7.797 / 7.355" de_lowest_kcal_mol=34.5
H 1.437 0.105 1.969 0.0848
O -1.704 -0.017 -0.391 -0.3831
C -0.606 0.646 -0.134 -0.0399
C 0.612 0.058 -0.105 -0.3205
H -0.673 1.712 0.115 0.3511
H 1.605 0.480 -0.208 0.5493
F 0.576 -1.326 -0.438 -0.2166
Pt -1.248 -1.658 -0.808 0.9749

=====

Record 9
46
Properties=species:S:1:pos:R:3:mulliken_charge:R:1 method="wB97M-V/def2-TZVPD" lumo_ev=-4.4 spin_multiplicity=1 charge=+1 homo_lumo_gap_ev=7.320
C -0.224 -1.609 4.142 -1.1500
Si -1.117 -2.008 2.532 0.3530
C -1.706 -3.781 2.559 -1.1263
C -2.652 -0.949 2.506 -1.1996
C 0.164 -1.587 1.118 0.3326
C 0.061 -0.350 0.453 0.3221
C -1.016 0.670 0.724 0.1232
O -2.006 0.692 0.052 -0.4890
O -0.766 1.589 1.667 -0.4200
C 0.942 0.046 -0.552 -0.7368
C 1.968 -0.782 -0.876 -0.5091
N 2.098 -1.950 -0.224 -0.0571
Cl 3.454 -2.867 -0.757 0.0277
C 1.254 -2.404 0.738 0.7046
P 1.799 -4.111 1.405 0.0099
N 0.541 -5.032 0.724 -0.5304
O 1.282 -4.034 2.939 -0.4636
H 0.861 -1.614 4.035 0.3299
H -0.488 -0.609 4.494 0.3889
H -0.505 -2.333 4.906 0.3518
H -1.087 -4.440 3.155 0.2967
H -2.733 -3.773 2.927 0.4349
H -1.762 -4.178 1.545 0.3785
H -2.416 0.094 2.718 0.3561
H -3.236 -0.979 1.590 0.3803
H -3.250 -1.297 3.350 0.4204
H 0.002 1.353 2.206 0.4220
H 0.817 1.004 -1.043 0.7603
H 2.692 -0.543 -1.638 0.4719
H 0.902 -5.415 -0.146 0.2814
H 0.338 -5.815 1.341 0.2555
H 2.046 -3.954 3.525 0.3415
C -1.150 4.618 -3.940 -0.9279
C -0.767 3.913 -2.867 0.3176
C 0.687 3.610 -2.588 1.0879
O 0.950 2.965 -1.575 -0.6760
C 1.688 4.082 -3.506 -1.0972
C 1.308 4.791 -4.584 0.3376
C -0.145 5.111 -4.862 1.0378
O -0.378 5.769 -5.854 -0.5927
O 2.147 5.262 -5.480 -0.5548
O -1.627 3.434 -1.978 -0.5341
H -2.186 4.841 -4.148 0.4539
H 2.723 3.853 -3.299 0.4441
H 1.609 5.737 -6.146 0.3786
H -1.115 2.979 -1.288 0.2639

=====

Record 10
20
Properties=species:S:1:pos:R:3:mulliken_charge:R:1 method="wB97M-V/def2-TZVPD" lumo_ev=0.3 spin_multiplicity=1 smiles=CC.O.O.O.O charge=0 homo_lumo_gap_ev=11.210 de_lowest_kcal_mol=41.9
C -2.276 0.999 -2.215 -0.8179
C -1.164 0.694 -3.114 -0.5433
H -3.241 0.672 -2.459 0.3089
H -2.260 0.714 -1.128 0.2642
H -2.211 2.142 -2.154 0.1991
H -0.499 1.640 -3.327 0.1839
H -1.533 0.453 -4.157 0.2800
H -0.585 0.001 -2.530 0.1231
H 0.642 -3.719 1.463 0.3257
H -0.557 -3.840 2.336 0.3319
O -0.132 -3.210 1.704 -0.6564
H 2.998 2.348 3.019 0.3136
H 2.122 1.008 2.773 0.3446
O 2.884 1.615 2.409 -0.6540
H -0.327 -1.392 3.349 0.3354
H -0.096 -1.063 4.802 0.3081
O -0.439 -0.685 4.013 -0.6468
H 1.957 1.287 -1.813 0.3241
H 2.095 -0.216 -1.353 0.3091
O 2.620 0.552 -1.619 -0.6333

=====

Copy entry 5 word for word.
55
Properties=species:S:1:pos:R:3:mulliken_charge:R:1 method="wB97M-V/def2-TZVPD" lumo_ev=-4.3 spin_multiplicity=1 charge=+1 homo_lumo_gap_ev=6.591 de_lowest_kcal_mol=18.0
C -1.552 -2.165 -1.421 0.0700
C -1.216 -3.527 -1.467 -0.2331
S -0.768 -5.351 -1.527 0.1180
C -1.889 -6.209 -0.240 -0.3254
O -2.632 -7.233 -0.990 -0.3245
C -4.084 -7.004 -0.970 -0.4009
C -4.551 -5.538 -1.577 -0.2211
C -5.108 -4.499 -0.390 -0.7633
H -2.151 -1.136 -1.333 0.3737
H 0.579 -5.541 -1.081 0.3269
H -1.183 -6.748 0.546 0.4165
H -2.549 -5.455 0.363 0.2620
H -4.582 -7.249 0.087 0.2953
H -4.555 -7.813 -1.711 0.2457
H -5.471 -5.686 -2.323 0.3684
H -3.614 -5.057 -2.138 0.1091
H -4.196 -3.783 -0.107 0.1118
H -6.008 -3.828 -0.790 0.2941
H -5.394 -5.052 0.602 0.2647
C 1.737 -0.269 2.790 -1.1345
C 0.722 -0.426 1.690 0.7508
O -0.044 -1.385 1.642 -0.6634
N 0.670 0.538 0.728 -0.0156
C 1.480 1.728 0.613 -0.2740
H 1.662 -1.112 3.482 0.2910
H 2.746 -0.257 2.368 0.3602
H 1.546 0.653 3.345 0.2856
H -0.036 0.366 0.022 0.0854
H 0.813 2.594 0.626 0.2114
H 2.004 1.690 -0.344 -0.2117
H 2.207 1.818 1.422 0.3195
C -0.655 4.511 4.370 -1.3284
C 0.469 4.433 3.373 0.7619
O 1.061 3.382 3.137 -0.5914
N 0.824 5.576 2.721 -0.1530
C 0.253 6.895 2.860 -0.8639
H -0.825 3.524 4.809 0.2851
H -0.394 5.206 5.173 0.3725
H -1.574 4.831 3.873 0.3674
H 1.586 5.448 2.066 0.2333
H -0.125 7.206 1.883 0.2893
H 1.047 7.577 3.173 0.2929
H -0.559 6.924 3.589 0.3314
C 3.363 0.851 -3.135 -1.3606
C 3.938 2.102 -2.528 0.7677
O 4.294 2.153 -1.353 -0.6454
N 4.057 3.201 -3.325 -0.1724
C 3.698 3.335 -4.717 -0.8055
H 3.329 0.059 -2.381 0.2860
H 2.345 1.039 -3.485 0.3621
H 3.994 0.513 -3.962 0.4666
H 4.451 4.004 -2.850 0.2381
H 4.596 3.614 -5.274 0.2834
H 2.959 4.135 -4.801 0.2764
H 3.284 2.414 -5.132 0.3140